(one)
Entry from the OMol25 dataset: a molecular structure, C5H10N2O2S (ωB97M-V/def2-TZVPD).

The geometry in ORCA input format:
```
! RIJCOSX wB97M-V def2-TZVPD def2/J DEFGRID3
* xyz 0 1
C -0.363 -1.739 0.101
C -0.534 0.659 -0.576
C 0.410 -0.430 -0.287
C 1.114 -0.100 1.069
C 1.410 -0.696 -1.512
N -1.716 -1.659 0.078
N -2.823 0.586 1.540
O 0.171 -2.752 0.423
O -3.154 -0.045 -1.213
S -2.129 -0.217 -0.235
H -0.315 1.462 0.104
H -0.623 1.059 -1.477
H 1.493 0.848 0.893
H 2.021 -0.697 1.240
H 0.497 -0.161 1.958
H 1.789 -1.747 -1.597
H 2.211 -0.085 -1.327
H 0.976 -0.608 -2.543
H -2.890 -0.209 2.190
H -3.845 0.868 1.533
*
```

(two)
Entry from the OMol25 dataset: a single C5H10N2O2S molecule (ωB97M-V/def2-TZVPD).

The geometry in ORCA input format:
```
! RIJCOSX wB97M-V def2-TZVPD def2/J DEFGRID3
* xyz 0 1
C -2.697 -0.950 0.211
C -1.637 -0.259 -0.684
N -0.376 -0.048 -0.055
C 0.682 -0.840 -0.575
N 1.675 -1.325 0.350
O 2.662 -1.925 -0.071
O 1.532 -1.033 1.569
C 0.811 0.554 -1.155
S 1.652 1.988 -0.622
C 1.805 2.102 1.244
H -2.813 -0.288 1.008
H -3.589 -1.152 -0.349
H -2.503 -1.984 0.483
H -1.580 -0.804 -1.632
H -2.090 0.655 -0.969
H 0.459 -1.722 -1.374
H 0.384 0.740 -2.106
H 1.161 2.803 1.714
H 2.830 2.379 1.364
H 1.632 1.109 1.649
*
```

## Properties
SMILES: CCN1[C@H]([N+](=O)[O-])[C@@H]1SC

Most stable to least stable: (one), (two)

(one)
Entry from the OMol25 dataset: a gas-phase ion, C3H10N3 (charge +1) (ωB97M-V/def2-TZVPD).

The geometry in ORCA input format:
```
! RIJCOSX wB97M-V def2-TZVPD def2/J DEFGRID3
* xyz 1 1
N 1.405 0.598 1.574
C 0.009 0.969 1.205
C -0.303 0.408 -0.166
N -1.672 0.768 -0.552
C 0.199 -1.013 -0.140
N 0.509 -1.498 -1.461
H 2.041 1.325 1.229
H 1.483 -0.256 0.877
H -0.677 0.553 1.957
H -0.008 2.060 1.288
H 0.343 0.939 -0.879
H -2.257 -0.065 -0.498
H -1.685 1.095 -1.517
H -0.434 -1.753 0.353
H -0.280 -2.023 -1.841
H 1.327 -2.108 -1.430
*
```

## Properties
SMILES: NC[C@H](N)C=[NH2+]

(two)
Entry from the OMol25 dataset: 2 unconnected molecules or ions with the total composition C3H10N3 (ωB97M-V/def2-TZVPD).

The geometry in ORCA input format:
```
! RIJCOSX wB97M-V def2-TZVPD def2/J DEFGRID3
* xyz 1 1
C 1.057 -0.158 -0.058
C 2.163 0.838 -0.050
C -2.446 0.155 -0.267
N -0.170 0.312 0.211
N 1.215 -1.488 0.006
N -1.322 -0.524 0.285
H 2.983 0.600 -0.831
H 2.855 0.688 0.898
H 1.715 1.812 -0.178
H -3.274 -0.627 -0.474
H -2.707 0.972 0.258
H -2.359 0.412 -1.373
H -0.502 1.291 0.114
H 2.108 -1.799 -0.300
H 0.283 -1.841 0.024
H -1.598 -0.643 1.735
*
```

Most stable to least stable: (two), (one)

(one)
Entry from the OMol25 dataset: 2 unconnected molecules or ions with the total composition C3H10N3 (ωB97M-V/def2-TZVPD).

The geometry in ORCA input format:
```
! RIJCOSX wB97M-V def2-TZVPD def2/J DEFGRID3
* xyz 1 1
C 1.091 -3.037 -0.414
C -0.912 0.989 -0.753
C -0.113 2.348 1.191
N -0.012 -2.489 -0.296
N 0.555 0.126 0.795
N -0.178 1.083 0.492
H 2.010 -2.549 0.046
H -0.473 0.542 -1.697
H -1.777 0.366 -0.480
H -1.179 2.050 -1.092
H -1.122 2.770 1.591
H 0.615 2.354 1.973
H 0.330 3.038 0.299
H 0.697 -0.581 0.006
H 1.236 -3.935 -0.948
H -0.767 -3.074 -0.711
*
```

(two)
Entry from the OMol25 dataset: 2 unconnected molecules or ions with the total composition C3H10N3 (ωB97M-V/def2-TZVPD).

The geometry in ORCA input format:
```
! RIJCOSX wB97M-V def2-TZVPD def2/J DEFGRID3
* xyz 1 1
C 0.066 -1.393 -0.169
C 0.977 1.572 -0.028
C -1.358 1.470 0.162
N 1.145 -1.661 0.529
N -0.660 -2.337 -0.746
N -0.161 0.834 0.470
H 0.635 2.538 0.222
H 1.131 1.557 -1.194
H 2.022 1.369 0.214
H -2.192 0.839 0.354
H -1.395 1.963 -0.729
H -1.495 2.319 0.851
H 1.725 -2.573 0.568
H 1.574 -0.929 1.068
H -0.396 -3.324 -0.458
H -1.619 -2.247 -1.115
*
```

(three)
Entry from the OMol25 dataset: 2 unconnected molecules or ions with the total composition C3H10N3 (ωB97M-V/def2-TZVPD).

The geometry in ORCA input format:
```
! RIJCOSX wB97M-V def2-TZVPD def2/J DEFGRID3
* xyz 1 1
C 0.165 -0.855 -0.636
C -0.998 -0.385 1.889
C 1.556 0.692 -1.700
N -0.165 -1.984 -0.583
N 0.395 0.353 -0.821
N -0.591 1.309 -0.464
H -1.376 -1.061 1.092
H 0.053 -0.118 1.741
H -1.205 -0.640 2.931
H 1.647 -0.148 -2.444
H 1.454 1.740 -2.090
H 2.436 0.578 -1.126
H -0.201 -2.753 0.048
H -1.556 0.595 1.943
H -1.462 0.771 -0.075
H -0.152 1.907 0.296
*
```

Most stable to least stable: (one), (three), (two)